# 1
{
  "formula": "C11H23P2Tc",
  "method": "wB97M-V/def2-TZVPD",
  "symbols": ["C", "C", "C", "C", "C", "Tc", "P", "H", "H", "H", "H", "H", "H", "H", "H", "C", "C", "P", "C", "C", "C", "C", "H", "H", "H", "H", "H", "H", "H", "H", "H", "H", "H", "H", "H", "H", "H"],
  "coordinates": [[2.824854, -0.813026, -1.517356], [3.899565, 0.179726, -1.728055], [3.360708, 1.441797, -2.056162], [1.952852, 1.376206, -2.047887], [1.496684, -0.011959, -1.739966], [1.383155, -1.100234, 0.115792], [0.873364, -3.251906, -0.303808], [2.969056, -1.799036, -1.996479], [4.946275, -0.071087, -1.643133], [3.931272, 2.326615, -2.300616], [0.722859, -0.422091, -2.404754], [1.251365, 2.192380, -2.215168], [0.333386, -4.002251, 0.777808], [1.936717, -4.131425, -0.652678], [-0.058139, -3.589274, -1.322464], [0.109869, 0.264507, 3.034898], [-0.954210, -0.398360, 2.161773], [-0.585532, -0.150938, 0.376785], [-2.000257, -0.738583, -0.622186], [-3.377343, -0.262328, -0.151926], [-0.606941, 1.667913, 0.136172], [-1.630721, 2.424214, 0.991309], [1.092473, -0.199643, 2.888354], [-0.164482, 0.146526, 4.089134], [0.214732, 1.339548, 2.853957], [-0.961629, -1.486150, 2.332070], [-1.958930, -0.021549, 2.385634], [-1.805675, -0.392586, -1.650585], [-1.940784, -1.837229, -0.643726], [-3.578204, 0.771381, -0.460912], [-4.154340, -0.883844, -0.613168], [-3.501641, -0.348927, 0.934714], [0.417906, 2.024624, 0.331188], [-0.782886, 1.835919, -0.938641], [-1.476105, 2.263587, 2.065631], [-1.515389, 3.499049, 0.804125], [-2.663884, 2.158436, 0.730324]],
  "atomic_forces_ev_per_a": [[-0.29, 2.22, -1.96], [-2.07, -1.02, 0.31], [-1.09, -0.18, 0.17], [0.71, -1.55, 0.57], [2.64, 0.19, -0.99], [2.65, 1.16, 0.19], [-0.81, -1.94, 0.41], [0.00, 0.38, 0.52], [0.07, 0.10, -0.07], [0.01, -0.01, 0.24], [0.10, 0.12, 0.34], [0.37, -0.09, -0.06], [0.02, -0.08, -0.43], [-0.27, 0.23, 0.03], [0.24, 0.09, 0.25], [-0.06, 0.06, 0.29], [-0.34, -0.14, -0.27], [-1.91, 0.36, 0.22], [-0.02, -0.05, 0.05], [-0.39, -0.11, -0.21], [0.21, 0.08, 0.10], [-0.09, 0.34, -0.13], [-0.02, 0.01, 0.06], [0.20, -0.02, -0.17], [-0.02, -0.23, -0.06], [-0.09, 0.29, 0.00], [0.20, -0.03, 0.06], [-0.01, -0.17, 0.26], [-0.07, 0.27, 0.06], [0.08, -0.31, 0.16], [0.14, 0.14, 0.09], [0.01, 0.07, -0.29], [-0.35, -0.03, 0.01], [0.03, -0.06, 0.30], [-0.12, 0.04, -0.33], [-0.07, -0.20, 0.08], [0.39, 0.08, 0.20]],
  "lowdin_spin": [0.005, 0.171, 0.036, 0.150, 0.063, 2.285, 0.115, -0.003, 0.009, -0.001, 0.012, 0.006, 0.038, 0.001, 0.008, 0.018, 0.043, 0.025, -0.007, -0.003, 0.001, -0.001, 0.013, 0.001, 0.000, 0.005, 0.005, 0.000, 0.000, 0.000, 0.000, 0.000, 0.004, 0.000, 0.000, 0.000, 0.000],
  "orbital_gap_ev": [6.35, 7.22],
  "spin_multiplicity": 4,
  "homo_energy_ev": [-10.68, -11.65],
  "charge": 1,
  "e_lumo_ev": [-4.33, -4.44]
}

# 2
{
  "formula": "C11H24BrN",
  "method": "wB97M-V/def2-TZVPD",
  "symbols": ["C", "C", "C", "C", "N", "C", "C", "C", "C", "C", "C", "C", "H", "H", "H", "H", "H", "H", "H", "H", "H", "H", "H", "H", "H", "H", "H", "H", "H", "H", "H", "H", "H", "H", "H", "H", "Br"],
  "coordinates": [[-2.953678, -1.917621, 2.393419], [-1.628667, -2.081481, 1.595157], [-1.197296, -0.728767, 0.974282], [0.080189, -1.056854, 0.312006], [0.795683, 0.044710, -0.507801], [1.497487, 0.972183, 0.439886], [2.822009, 0.318746, 0.900130], [3.034485, -0.813956, -0.213782], [1.921411, -0.598266, -1.240953], [-0.189140, 0.647864, -1.339889], [-0.969828, 1.877459, -0.909355], [-1.918690, 2.334492, -2.019818], [-2.741348, -1.398402, 3.329588], [-3.370001, -2.906885, 2.601206], [-3.675080, -1.314958, 1.800890], [-1.771734, -2.793919, 0.774993], [-0.905881, -2.466725, 2.275289], [-1.090159, -0.047698, 1.826646], [-1.884613, -0.286404, 0.301512], [-0.008801, -1.814549, -0.465240], [0.778837, -1.346238, 1.045537], [1.762700, 1.853030, -0.189582], [0.810544, 1.201082, 1.215982], [3.506506, 1.150152, 0.999568], [2.670713, -0.231079, 1.861505], [4.053246, -0.917865, -0.576748], [2.850485, -1.795186, 0.200353], [2.316969, 0.012802, -2.057989], [1.517358, -1.477815, -1.748771], [-0.949153, -0.173419, -1.542802], [0.323226, 0.921467, -2.314800], [-0.205763, 2.652209, -0.816763], [-1.595085, 1.745748, 0.030302], [-2.049811, 1.558687, -2.777728], [-1.496526, 3.224789, -2.416923], [-2.837025, 2.534909, -1.540270], [2.696435, 3.117775, -2.199033]],
  "atomic_forces_ev_per_a": [[0.38, 0.07, -0.85], [-2.21, 0.89, -0.66], [0.40, -0.85, 1.74], [1.29, 0.90, -1.73], [0.96, -0.92, 2.65], [0.98, 0.75, -0.98], [-1.79, -1.69, -0.44], [-0.29, 0.20, 0.92], [1.00, -0.05, -1.21], [-1.99, -0.04, -3.53], [0.22, 0.05, 1.11], [0.87, -1.09, 0.33], [-0.19, -0.03, -0.01], [-0.12, 0.26, 0.11], [0.29, -0.46, 0.45], [0.03, -0.08, 0.21], [0.91, -0.24, 0.32], [0.26, 0.19, -0.27], [-1.07, -0.04, -0.51], [-0.39, -0.40, 0.40], [0.93, -0.65, 0.74], [-0.23, -0.26, 0.48], [-0.49, 0.44, 0.72], [0.66, -0.39, -0.17], [0.37, 0.76, -0.52], [-0.14, 0.59, -0.55], [-0.02, -0.21, 0.72], [-0.54, 0.72, 0.35], [0.22, -0.23, 0.36], [0.93, 0.86, -0.27], [-0.63, -0.22, 1.06], [-0.25, 0.16, 0.62], [1.25, 0.11, -0.87], [-0.08, 0.23, -0.10], [0.01, 0.67, -0.82], [-1.27, 0.40, 0.04], [-0.28, -0.39, 0.19]],
  "nbo_charge": [-0.601, -0.382, -0.429, -0.187, -0.211, -0.271, -0.415, -0.420, -0.231, -0.233, -0.431, -0.603, 0.207, 0.218, 0.206, 0.197, 0.203, 0.214, 0.218, 0.209, 0.214, 0.302, 0.209, 0.258, 0.202, 0.251, 0.198, 0.279, 0.209, 0.192, 0.271, 0.255, 0.195, 0.201, 0.236, 0.209, -0.936],
  "orbital_gap_ev": 7.30,
  "spin_multiplicity": 1,
  "homo_energy_ev": -7.11,
  "de_lowest_ev": 0.000,
  "e_lumo_ev": 0.19
}